(1)
{
  "formula": "C19H19FMoN5O4",
  "method": "ωB97M-V with the def2-TZVPD basis set",
  "lumo_ev": [-10.3010, -10.2990],
  "charge": 3,
  "e_tot_ev": -40198.5855,
  "homo_lumo_gap_ev": [6.676, 6.675],
  "elements": ["Mo", "F", "C", "C", "C", "C", "O", "C", "C", "N", "C", "C", "C", "C", "C", "C", "N", "C", "C", "N", "C", "C", "C", "O", "O", "H", "H", "H", "H", "H", "H", "H", "H", "H", "H", "H", "H", "H", "H", "H", "H", "H", "H", "N", "C", "H", "O", "C", "N"],
  "positions_angstrom": [[-0.297167, 0.958411, 0.797659], [5.686123, 0.084354, -2.195832], [5.444671, 0.141433, -0.885536], [4.187047, 0.419297, -0.459431], [3.902642, 0.413154, 0.921290], [2.590215, 0.698193, 1.408618], [1.659008, 1.037194, 0.550035], [2.383063, 0.681042, 2.792152], [3.459130, 0.414981, 3.633952], [4.667006, 0.119446, 3.192754], [5.741181, -0.133397, 4.159864], [6.273384, -1.528892, 4.304776], [5.441779, -0.923344, 5.394434], [4.938073, 0.115133, 1.824776], [6.234202, -0.150949, 1.359363], [6.517248, -0.138137, 0.005542], [7.768564, -0.452621, -0.521491], [8.750655, -1.094823, 0.336198], [9.762247, -1.849526, -0.511836], [10.415804, -0.920649, -1.499814], [9.387319, -0.207987, -2.339879], [8.400163, 0.502789, -1.436317], [1.110532, 0.987843, 3.475927], [0.930324, 1.159500, 4.623691], [0.014605, 1.020510, 2.569758], [3.410584, 0.614944, -1.184910], [3.322869, 0.444877, 4.706999], [6.419512, 0.707059, 4.228984], [7.336545, -1.643496, 4.462825], [5.805180, -2.304049, 3.712247], [5.922807, -0.598590, 6.305228], [4.448133, -1.328619, 5.528489], [7.013441, -0.352368, 2.076776], [8.262016, -1.833825, 0.970480], [9.263608, -0.374033, 0.990347], [9.275230, -2.627544, -1.097131], [10.542293, -2.293233, 0.103512], [11.051538, -1.449214, -2.102147], [10.994812, -0.235550, -1.006442], [8.894747, -0.969050, -2.942666], [9.907952, 0.492623, -2.989593], [7.660661, 0.979164, -2.071526], [8.906827, 1.294838, -0.866960], [-0.751048, 3.887196, -0.512296], [-0.562763, 2.845409, -0.076531], [-0.916606, 4.809357, -0.890300], [-2.255816, -2.041667, -1.401921], [-1.726478, -1.176065, -0.891468], [-1.160343, -0.217071, -0.347424]],
  "forces_ev_per_a": [[-0.045, -0.103, -0.087], [0.005, 0.005, -0.009], [-0.039, 0.003, 0.020], [0.028, -0.009, 0.001], [-0.038, 0.016, -0.009], [0.007, 0.009, 0.049], [-0.064, 0.005, -0.059], [0.037, 0.003, 0.035], [0.001, 0.009, -0.013], [0.006, -0.004, -0.002], [-0.013, -0.001, -0.005], [0.000, 0.010, 0.006], [0.003, -0.002, -0.012], [0.029, -0.020, -0.003], [-0.038, -0.001, 0.043], [0.084, -0.035, -0.083], [-0.065, 0.053, 0.040], [-0.006, -0.017, 0.011], [0.022, 0.006, -0.008], [-0.039, -0.001, 0.003], [0.033, -0.002, 0.000], [-0.014, -0.035, -0.029], [-0.061, -0.060, -0.061], [0.022, 0.027, 0.009], [0.031, 0.017, 0.102], [-0.002, 0.001, 0.002], [-0.008, -0.003, 0.001], [0.003, -0.002, 0.004], [0.001, -0.003, -0.002], [0.002, -0.003, 0.001], [-0.003, -0.001, 0.002], [-0.001, 0.002, 0.006], [0.008, 0.007, -0.012], [0.003, 0.007, 0.002], [0.005, 0.003, -0.006], [-0.003, -0.003, 0.006], [0.006, 0.004, -0.004], [0.003, 0.000, 0.001], [-0.003, 0.004, 0.003], [-0.005, 0.004, -0.003], [0.008, -0.006, 0.002], [0.002, 0.015, 0.019], [0.009, -0.002, 0.004], [0.051, 0.008, -0.007], [-0.002, 0.037, 0.009], [-0.037, -0.011, -0.010], [0.048, -0.001, -0.043], [-0.124, 0.009, 0.099], [0.155, 0.058, -0.013]],
  "lowdin_charge": [1.672, 0.115, -0.177, 0.106, -0.050, -0.219, -0.199, -0.020, 0.092, 0.054, -0.235, -0.070, -0.056, -0.079, 0.089, -0.115, -0.073, -0.137, -0.068, 0.074, -0.067, -0.111, -0.412, 0.238, -0.225, 0.147, 0.168, 0.167, 0.118, 0.123, 0.128, 0.119, 0.111, 0.142, 0.146, 0.150, 0.149, 0.195, 0.191, 0.151, 0.150, 0.134, 0.148, 0.252, -0.094, 0.152, 0.329, -0.296, -0.109]
}

***

(2)
{
  "formula": "C19H19FN4O5S2",
  "method": "ωB97M-V with the def2-TZVPD basis set",
  "lumo_ev": -0.0148,
  "charge": 0,
  "e_tot_ev": -60595.4415,
  "smiles": "CCN(c1ccc(OC)cc1)S(=O)(=O)c1nnc(NC(=O)COc2ccc(F)cc2)s1",
  "homo_lumo_gap_ev": 8.685,
  "elements": ["C", "C", "N", "C", "C", "C", "C", "O", "C", "C", "C", "S", "O", "O", "C", "N", "N", "C", "N", "C", "O", "C", "O", "C", "C", "C", "C", "F", "C", "C", "S", "H", "H", "H", "H", "H", "H", "H", "H", "H", "H", "H", "H", "H", "H", "H", "H", "H", "H", "H"],
  "positions_angstrom": [[-3.249663, 2.056235, 2.355146], [-3.798963, 1.224326, 1.201821], [-2.790110, 0.777181, 0.264922], [-2.060265, 1.705439, -0.523217], [-0.954067, 2.370677, -0.018647], [-0.251298, 3.265834, -0.809085], [-0.646281, 3.495898, -2.123981], [-0.028996, 4.343828, -2.985346], [1.109121, 5.047215, -2.545931], [-1.754731, 2.810669, -2.631308], [-2.451867, 1.924838, -1.839732], [-2.200891, -0.731761, 0.362159], [-3.195920, -1.604187, 0.904232], [-1.557671, -1.073851, -0.868317], [-0.842730, -0.724797, 1.548545], [-0.463467, 0.225501, 2.324316], [0.666720, -0.017827, 2.968311], [1.193729, -1.161271, 2.674028], [2.345117, -1.618369, 3.251295], [3.399752, -2.279806, 2.664398], [4.327564, -2.668327, 3.322624], [3.304095, -2.456019, 1.152606], [2.897040, -1.228758, 0.593276], [2.256873, -1.217533, -0.621110], [2.173526, -2.301934, -1.483566], [1.470023, -2.184268, -2.671053], [0.866228, -0.983725, -2.984470], [0.193835, -0.869857, -4.145380], [0.954598, 0.113916, -2.146399], [1.649360, -0.009191, -0.962941], [0.201880, -2.100680, 1.543839], [-2.459734, 1.516131, 2.870422], [-2.848672, 2.997859, 1.988246], [-4.050610, 2.270679, 3.057727], [-4.265624, 0.311266, 1.574545], [-4.545975, 1.800196, 0.645036], [-0.636733, 2.187817, 0.996291], [0.603965, 3.771280, -0.389294], [1.917283, 4.366014, -2.261565], [0.873883, 5.706995, -1.704927], [1.428123, 5.648119, -3.395835], [-2.040413, 2.988383, -3.655668], [-3.299461, 1.387289, -2.233670], [2.523574, -1.285018, 4.193353], [4.293189, -2.754536, 0.783477], [2.586146, -3.260576, 0.942972], [2.652694, -3.239716, -1.250096], [1.387993, -3.020488, -3.346759], [0.468376, 1.036034, -2.417149], [1.726761, 0.819676, -0.276775]],
  "forces_ev_per_a": [[-0.105, -0.129, -0.190], [-0.468, 0.134, 0.645], [0.529, -0.936, -0.070], [0.401, 0.398, -0.317], [-0.222, -0.004, -0.041], [0.190, 0.234, -0.205], [-0.128, -0.107, 0.072], [-0.303, -0.220, -0.056], [0.200, 0.126, 0.076], [0.116, 0.137, -0.030], [0.117, 0.117, 0.067], [0.039, -0.101, -0.012], [-0.045, 0.192, 0.192], [-0.081, 0.166, 0.046], [0.035, -0.557, -0.473], [-1.422, 0.475, -0.622], [1.332, -0.056, 0.853], [-1.090, -0.532, -1.002], [0.204, 0.096, 0.736], [-0.065, 0.098, -0.406], [0.202, -0.122, 0.002], [0.238, -0.151, -0.126], [0.199, 0.043, 0.036], [-0.108, 0.125, -0.344], [0.189, 0.077, 0.386], [-0.249, 0.248, -0.213], [0.252, -0.091, 0.122], [-0.068, -0.003, -0.015], [0.032, -0.197, -0.155], [0.200, -0.222, 0.126], [0.264, 0.544, 0.846], [0.020, 0.036, 0.064], [0.054, 0.116, 0.038], [-0.088, 0.071, 0.067], [-0.177, 0.214, 0.003], [0.059, -0.158, -0.008], [0.005, -0.017, 0.073], [0.082, 0.067, 0.014], [-0.036, 0.020, 0.005], [0.010, -0.040, -0.021], [0.017, -0.027, 0.094], [-0.045, 0.012, -0.126], [-0.098, -0.087, -0.061], [-0.020, -0.097, -0.137], [-0.194, -0.018, 0.120], [0.089, 0.028, -0.062], [0.057, -0.090, 0.033], [-0.016, -0.063, -0.093], [-0.095, 0.125, -0.023], [-0.007, 0.126, 0.093]],
  "lowdin_charge": [-0.071, -0.217, -0.202, -0.278, -0.021, -0.014, -0.288, -0.077, -0.082, 0.007, 0.005, 0.609, -0.268, -0.259, -0.609, -0.029, 0.040, -0.555, 0.125, -0.427, 0.112, -0.126, -0.084, -0.308, -0.019, 0.006, -0.279, 0.064, 0.005, 0.000, 1.165, 0.054, 0.071, 0.076, 0.109, 0.129, 0.100, 0.108, 0.096, 0.097, 0.095, 0.123, 0.127, 0.169, 0.149, 0.112, 0.111, 0.122, 0.107, 0.121]
}

***

Energy above the lowest of the compared OMol25 structures with the same formula, charge and spin readings, ordered: 0.00 0.00 kcal/mol